Record 1
The following is a DFT calculation (ωB97M-V/def2-TZVPD) of a 2-piece molecular cluster, C4H3FO overall in a non-equilibrium geometry.

Results
- orbital gap (eV) = 10.088
- lowest unoccupied orbital energy (eV) = 0.63
- electronic energy (a.u.) = -329.1700
- F_max (eV/A) = 3.7
- SMILES = C=C=O.C#CF

Cartesian coordinates (Å):
C 0.529 -1.685 0.596
C 1.642 -1.504 -0.055
O 2.725 -1.481 -0.552
H 0.433 -2.279 1.525
H -0.416 -1.468 -0.023
C -1.111 2.452 0.155
C -1.363 1.807 -0.816
F -1.652 1.089 -1.815
H -0.787 3.070 0.983

Cartesian forces (eV/Å) of the 2 atoms listed first:
-2.48 0.03 -0.96
3.49 -0.98 -0.49

=====

Record 2
The following is a DFT calculation (ωB97M-V/def2-TZVPD) of a 3-piece molecular cluster, C34H67B3O6 overall in a non-equilibrium geometry.

Results
- orbital gap (eV) = 8.241
- lowest unoccupied orbital energy (eV) = 0.34
- electronic energy (a.u.) = -1861.3322
- F_max (eV/A) = 5.1
- SMILES = CCOCCB1OBOB(CCOCCOc2ccc(C(C)(C)CC(C)(C)C)cc2)O1.CCCCCC.CCCCCC

Cartesian coordinates (Å):
C 1.858 1.748 3.081
C 0.904 2.041 1.761
O 1.255 3.289 1.066
C 0.792 3.221 -0.341
C 1.863 2.406 -1.329
B 1.014 1.175 -2.013
O 0.595 1.316 -3.436
B -0.901 1.411 -3.334
O -1.673 0.788 -2.216
B -0.890 -0.268 -1.545
C -1.573 -1.710 -1.076
C -3.049 -1.524 -0.344
O -3.006 -1.618 1.123
C -3.888 -2.677 1.637
C -3.467 -3.289 3.098
O -2.389 -2.583 3.794
C -1.052 -2.925 3.308
C -0.587 -4.257 2.483
C 0.977 -4.493 1.958
C 2.128 -3.365 2.257
C 3.716 -3.471 1.742
C 4.598 -3.367 3.162
C 4.190 -2.144 0.869
C 4.110 -4.904 1.083
C 3.592 -5.242 -0.404
C 4.904 -5.311 -1.439
C 3.008 -6.809 -0.369
C 2.466 -4.316 -1.090
C 1.695 -2.033 3.125
C 0.154 -1.816 3.641
O 0.583 -0.057 -1.310
H 2.759 1.036 2.760
H 1.236 1.178 3.907
H 2.265 2.767 3.539
H -0.257 2.049 2.036
H 1.050 1.129 1.034
H 0.611 4.300 -0.784
H -0.230 2.646 -0.373
H 2.759 2.040 -0.634
H 2.319 3.168 -2.101
H -1.422 2.069 -4.189
H -0.846 -2.403 -0.467
H -1.796 -2.293 -2.091
H -3.473 -0.470 -0.713
H -3.775 -2.326 -0.847
H -4.043 -3.586 0.911
H -4.966 -2.176 1.751
H -3.310 -4.464 3.007
H -4.433 -3.176 3.791
H -1.366 -5.092 2.232
H 1.213 -5.471 1.356
H 4.512 -2.261 3.554
H 5.713 -3.649 2.841
H 4.203 -4.174 3.915
H 3.233 -1.433 0.824
H 5.022 -1.499 1.431
H 4.469 -2.387 -0.243
H 3.793 -5.757 1.857
H 5.303 -4.957 1.067
H 4.525 -5.948 -2.366
H 5.077 -4.214 -1.821
H 5.838 -5.812 -0.940
H 3.915 -7.576 -0.487
H 2.171 -7.000 -1.168
H 2.521 -7.079 0.681
H 1.488 -4.938 -1.348
H 2.896 -3.940 -2.139
H 2.112 -3.364 -0.524
H 2.479 -1.179 3.397
H -0.119 -0.847 4.265
C -8.009 3.406 2.606
C -7.321 2.867 3.851
C -6.071 2.044 3.534
C -6.323 0.776 2.708
C -7.310 -0.214 3.331
C -6.836 -0.768 4.664
H -8.359 2.601 1.956
H -8.880 4.007 2.888
H -7.330 4.045 2.033
H -8.032 2.279 4.438
H -7.029 3.714 4.484
H -5.575 1.777 4.475
H -5.358 2.674 2.989
H -5.363 0.268 2.549
H -6.683 1.053 1.711
H -7.453 -1.049 2.635
H -8.295 0.250 3.454
H -5.878 -1.285 4.550
H -7.564 -1.488 5.054
H -6.716 0.021 5.413
C 4.903 6.179 -7.438
C 3.400 6.205 -7.204
C 3.023 6.700 -5.805
C 3.532 5.828 -4.651
C 3.081 4.367 -4.697
C 1.572 4.207 -4.600
H 5.409 5.496 -6.751
H 5.119 5.844 -8.458
H 5.333 7.178 -7.313
H 2.983 5.211 -7.388
H 2.942 6.871 -7.945
H 1.931 6.788 -5.745
H 3.413 7.715 -5.669
H 3.197 6.274 -3.705
H 4.627 5.858 -4.624
H 3.544 3.831 -3.860
H 3.445 3.880 -5.608
H 1.196 4.639 -3.668
H 1.304 3.144 -4.613
H 1.058 4.688 -5.438

Cartesian forces (eV/Å) of the 2 atoms listed first:
-0.09 0.20 -0.30
-0.30 -1.30 0.24

=====

Record 3
The following is a DFT calculation (ωB97M-V/def2-TZVPD) of a 5-piece molecular cluster, C39H67BBrF6N3O20 overall in a non-equilibrium geometry.

Results
- orbital gap (eV) = 8.706
- lowest unoccupied orbital energy (eV) = -0.54
- electronic energy (a.u.) = -6393.3465
- F_max (eV/A) = 4.1
- SMILES = C=CCN([C@H](Br)CC)[C@H](NCCCC)[C@@](O)(O[C@@](OC#N)(B(O)O)[C@@H](C)CC)C(=O)C(F)(F)C(F)(F)C(F)(F)C(=O)O.CCOC(=O)OC.CCOC(=O)OC.CCOC(=O)OC.CCOC(=O)OC

Cartesian coordinates (Å):
C -0.865 1.373 -3.712
C -0.105 0.294 -3.590
C 1.034 0.186 -2.585
N 0.619 0.245 -1.188
C -0.346 -0.747 -0.776
Br -0.155 -2.539 -1.610
C -1.859 -0.287 -0.914
C -2.751 -1.092 -1.890
C 1.726 0.462 -0.266
N 2.344 -0.844 0.048
C 3.799 -0.703 0.272
C 4.490 -2.090 0.396
C 3.678 -3.074 1.300
C 3.163 -4.274 0.445
C 1.453 1.319 1.036
O 1.600 0.383 2.111
O 2.330 2.338 1.386
C 2.786 3.265 0.456
O 4.042 2.898 -0.223
C 4.888 2.342 0.575
N 5.704 1.961 1.244
B 1.824 3.805 -0.741
O 2.050 3.297 -2.015
O 0.810 4.720 -0.629
C 3.152 4.548 1.278
C 3.686 5.690 0.387
C 1.950 4.967 2.215
C 1.689 6.485 2.263
C -0.001 1.854 1.249
O -0.693 2.225 0.394
C -0.612 2.070 2.710
F -1.227 3.277 2.621
F 0.301 2.228 3.655
C -1.744 1.081 3.093
F -2.376 1.626 4.158
F -2.657 1.062 2.135
C -1.331 -0.341 3.546
F -0.191 -0.396 4.196
F -1.320 -1.226 2.525
C -2.440 -0.865 4.537
O -2.266 -0.987 5.671
O -3.638 -1.221 3.971
H -1.926 1.289 -3.943
H -0.382 2.343 -3.550
H -0.310 -0.564 -4.236
H 1.702 1.044 -2.781
H 1.652 -0.699 -2.829
H -0.201 -0.917 0.297
H -1.876 0.743 -1.281
H -2.325 -0.382 0.074
H -3.700 -0.527 -1.968
H -2.368 -1.138 -2.913
H -3.050 -2.076 -1.512
H 2.506 0.990 -0.850
H 2.310 -1.420 -0.795
H 4.291 -0.178 -0.570
H 3.936 -0.186 1.230
H 4.667 -2.457 -0.624
H 5.473 -1.906 0.851
H 4.378 -3.431 2.070
H 2.879 -2.537 1.821
H 3.744 -4.398 -0.477
H 3.313 -5.196 1.023
H 2.111 -4.101 0.188
H 0.860 -0.239 2.101
H 1.172 2.979 -2.288
H 0.178 4.523 0.079
H 3.960 4.332 1.995
H 4.307 6.342 1.015
H 2.918 6.320 -0.075
H 4.347 5.337 -0.418
H 1.053 4.381 1.969
H 2.197 4.664 3.245
H 2.588 7.067 2.488
H 1.360 6.792 1.257
H 0.851 6.730 2.926
H -4.176 -0.438 3.772
C 6.100 8.009 7.843
C 5.241 8.055 6.596
O 5.093 6.753 6.012
C 4.220 5.946 6.620
O 3.554 6.217 7.587
O 4.230 4.772 5.982
C 3.403 3.776 6.587
H 7.059 7.533 7.629
H 6.279 9.015 8.223
H 5.620 7.427 8.630
H 5.725 8.673 5.841
H 4.264 8.495 6.797
H 2.387 4.139 6.731
H 3.834 3.462 7.538
H 3.373 2.919 5.917
C -3.512 -8.161 -2.547
C -4.837 -7.794 -1.912
O -4.670 -7.384 -0.548
C -4.208 -6.145 -0.372
O -3.937 -5.357 -1.243
O -4.073 -5.936 0.942
C -3.496 -4.673 1.271
H -2.992 -8.909 -1.946
H -3.663 -8.557 -3.552
H -2.854 -7.295 -2.618
H -5.487 -8.668 -1.890
H -5.354 -7.020 -2.481
H -4.034 -3.857 0.791
H -2.444 -4.659 0.981
H -3.565 -4.549 2.349
C -3.502 -14.248 -5.692
C -3.397 -12.952 -4.914
O -2.588 -11.990 -5.604
C -3.181 -11.364 -6.623
O -4.316 -11.528 -6.994
O -2.290 -10.536 -7.177
C -2.764 -9.863 -8.344
H -2.509 -14.630 -5.934
H -4.041 -15.000 -5.116
H -4.028 -14.098 -6.635
H -2.903 -13.137 -3.961
H -4.381 -12.535 -4.694
H -3.707 -9.354 -8.150
H -2.877 -10.572 -9.164
H -2.015 -9.124 -8.618
C -3.454 9.171 -3.021
C -2.117 8.460 -2.993
O -1.984 7.638 -1.826
C -2.635 6.475 -1.863
O -3.299 6.059 -2.779
O -2.439 5.852 -0.696
C -3.155 4.623 -0.560
H -3.611 9.728 -2.096
H -3.505 9.861 -3.864
H -4.276 8.460 -3.112
H -1.313 9.194 -2.941
H -1.957 7.868 -3.895
H -2.959 3.957 -1.398
H -4.223 4.821 -0.471
H -2.809 4.145 0.354

Cartesian forces (eV/Å) of the 2 atoms listed first:
0.35 0.44 0.09
0.10 -0.89 0.12

=====

Record 4
The following is a DFT calculation (ωB97M-V/def2-TZVPD) of C30H45HgN6OPS4SbSe4 as an isolated structure in a non-equilibrium geometry.

Results
- expectation value of S² = 0.770
- orbital gap (alpha / beta) (eV) = 2.090 / 2.091
- lowest unoccupied orbital energy (alpha / beta) (eV) = 3.18 / 3.18
- electronic energy (a.u.) = -13507.3134
- F_max (eV/A) = 3.2
- multiplicity = 2
- charge = -2

Cartesian coordinates (Å):
Hg -3.649 -2.490 -0.965
C 4.719 -1.895 -3.126
C 4.076 -1.551 -1.835
S 2.855 -2.861 -1.336
C 3.501 -3.267 0.348
C 4.143 -4.651 0.332
S 3.857 -5.432 -1.299
C 5.565 -5.642 -1.810
C 6.004 -4.352 -2.446
S 4.588 -3.738 -3.328
H 4.180 -1.442 -3.987
H 5.757 -1.614 -3.229
H 4.783 -1.432 -1.004
H 3.484 -0.654 -2.017
H 4.203 -2.493 0.669
H 2.574 -3.237 1.098
H 5.215 -4.599 0.638
H 3.712 -5.342 1.083
H 6.222 -5.932 -0.989
H 5.530 -6.414 -2.627
H 6.500 -3.619 -1.799
H 6.711 -4.521 -3.253
N -3.316 -1.244 -5.477
C -2.549 -2.082 -6.270
C -2.232 -1.709 -7.573
C -1.090 -2.244 -8.152
C -0.486 -3.393 -7.591
C -0.933 -3.837 -6.388
C -2.023 -3.288 -5.728
S -2.186 -3.713 -4.113
N -3.082 -2.515 -3.506
C -3.616 -1.531 -4.132
C -4.375 -0.589 -3.409
C -5.265 0.269 -4.091
C -5.870 1.328 -3.384
C -5.475 1.487 -2.041
C -4.633 0.563 -1.446
N -4.209 -0.526 -2.086
H -3.375 -0.274 -5.745
H -2.853 -0.946 -8.029
H -0.643 -1.796 -9.013
H 0.258 -4.042 -8.125
H -0.476 -4.709 -5.921
H -5.511 0.248 -5.182
H -6.720 1.884 -3.764
H -5.873 2.292 -1.531
H -4.254 0.666 -0.433
Se -5.521 -2.504 1.111
Sb -3.315 -4.517 1.888
Se -1.798 -4.028 -0.271
Se -6.316 -4.715 1.251
Se -4.708 -6.718 1.556
O -1.243 1.724 2.465
P -0.300 2.602 3.221
N 0.597 1.701 4.298
C 0.222 0.308 4.595
C 1.226 -0.112 5.678
C 2.193 1.001 5.974
C 1.935 1.973 4.772
N -1.003 3.873 4.031
C -2.024 4.660 3.309
C -2.729 5.577 4.342
C -2.762 4.693 5.582
C -1.514 3.738 5.427
N 0.748 3.459 2.150
C 1.784 4.458 2.520
C 2.227 5.035 1.154
C 1.792 4.034 0.079
C 0.660 3.243 0.719
H 0.185 -0.334 3.728
H -0.867 0.395 4.906
H 1.846 -0.935 5.300
H 0.710 -0.459 6.611
H 3.279 0.701 6.179
H 1.781 1.488 6.908
H 2.699 1.763 3.998
H 2.023 3.043 5.012
H -2.669 4.029 2.748
H -1.454 5.265 2.585
H -3.772 5.867 4.072
H -2.131 6.485 4.564
H -3.665 4.014 5.679
H -2.806 5.291 6.486
H -1.746 2.632 5.582
H -0.763 4.037 6.189
H 2.613 3.876 2.966
H 1.424 5.339 3.133
H 3.278 5.334 1.057
H 1.691 5.942 0.942
H 2.552 3.370 -0.372
H 1.383 4.495 -0.830
H 0.771 2.168 0.463
H -0.256 3.589 0.257

Cartesian forces (eV/Å) of the 2 atoms listed first:
0.07 -0.03 0.48
0.03 -1.50 -1.61

=====

Record 5
The following is a DFT calculation (ωB97M-V/def2-TZVPD) of one molecule with the formula C4H4N2O6S in a non-equilibrium geometry.

Results
- orbital gap (eV) = 9.033
- lowest unoccupied orbital energy (eV) = -1.58
- electronic energy (a.u.) = -1113.6827
- F_max (eV/A) = 4.3
- SMILES = O=C([N+](=O)[O-])S(=O)(=O)CCC#[N+][O-]

Cartesian coordinates (Å):
O 2.138 -0.848 1.159
C 1.446 -0.336 0.349
N 1.864 1.085 -0.128
O 3.049 1.369 0.085
O 1.108 1.821 -0.649
S 0.412 -1.113 -1.030
O -0.014 -2.476 -0.627
O 1.182 -0.801 -2.230
C -1.178 -0.083 -1.123
C -1.775 -0.195 0.260
C -0.766 0.230 1.230
N -0.188 0.614 2.160
O 0.504 0.974 3.069
H -1.801 -0.711 -1.783
H -1.186 1.008 -1.477
H -2.178 -1.124 0.505
H -2.618 0.584 0.228

Cartesian forces (eV/Å) of the 2 atoms listed first:
-1.41 0.09 -0.79
1.68 -0.70 0.05

=====

Record 6
The following is a DFT calculation (ωB97M-V/def2-TZVPD) of one molecule with the formula C6H5N in a non-equilibrium geometry.

Results
- orbital gap (eV) = 9.523
- lowest unoccupied orbital energy (eV) = 0.52
- electronic energy (a.u.) = -286.1461
- F_max (eV/A) = 3.0
- SMILES = C#C[C@@H]1N[C@@H]1C#C

Cartesian coordinates (Å):
C -1.934 0.819 0.888
C -1.023 0.413 0.206
C -0.609 -0.855 -0.317
N 0.454 -1.589 0.269
C 0.964 -0.798 -0.809
C 1.438 0.503 -0.560
C 1.103 1.577 -0.105
H -2.501 1.368 1.580
H -1.379 -1.413 -0.858
H 0.709 -1.249 1.186
H 1.272 -1.288 -1.709
H 1.399 2.489 0.293

Cartesian forces (eV/Å) of the 2 atoms listed first:
0.44 1.11 0.22
-1.79 -1.46 0.76

=====

Record 7
The following is a DFT calculation (ωB97M-V/def2-TZVPD) of a 2-piece molecular cluster, C8H10O2S overall in a non-equilibrium geometry.

Results
- orbital gap (eV) = 8.127
- lowest unoccupied orbital energy (eV) = 0.66
- electronic energy (a.u.) = -859.3455
- F_max (eV/A) = 2.9
- SMILES = OC/C(O)=C1/C=CSC1.C#C

Cartesian coordinates (Å):
O 0.589 2.020 0.942
C -0.579 2.053 0.146
C -0.894 0.767 -0.482
O -2.256 0.500 -0.389
C 0.003 -0.163 -0.891
C -0.364 -1.388 -1.532
C 0.642 -2.168 -1.900
S 2.224 -1.603 -1.439
C 1.490 0.032 -0.864
H 0.500 1.390 1.636
H -0.310 2.903 -0.610
H -1.521 2.398 0.727
H -2.309 -0.400 -0.676
H -1.415 -1.574 -1.717
H 0.683 -3.212 -2.105
H 1.637 0.825 -1.540
H 1.809 0.070 0.171
C -0.291 -0.261 3.058
C 0.298 -0.850 2.192
H -0.783 -0.039 3.960
H 0.848 -1.298 1.314

Cartesian forces (eV/Å) of the 2 atoms listed first:
0.16 1.12 -0.76
-0.12 2.93 0.18

=====

Record 8
The following is a DFT calculation (ωB97M-V/def2-TZVPD) of a 2-piece molecular cluster, C40H56N2P overall in a non-equilibrium geometry.

Results
- orbital gap (eV) = 5.561
- lowest unoccupied orbital energy (eV) = -4.45
- electronic energy (a.u.) = -2008.4099
- F_max (eV/A) = 3.4
- charge = +1

Cartesian coordinates (Å):
C -2.557 -3.441 0.912
C -1.257 -3.081 0.179
C -0.802 -1.661 0.542
C -0.589 -1.548 2.072
P 0.251 0.069 2.708
C 1.806 -0.038 1.639
C 2.797 1.078 2.003
C 3.891 1.180 0.932
C 4.573 -0.149 0.603
C 3.621 -1.345 0.505
C 2.538 -1.387 1.586
C -0.633 1.184 1.422
C -2.167 1.107 1.465
C -2.822 1.897 0.320
C -2.333 3.349 0.266
C -0.815 3.455 0.311
C -0.114 2.631 1.401
C -1.884 -1.862 2.817
C -2.436 -3.250 2.432
H -3.380 -2.817 0.533
H -2.824 -4.478 0.676
H -0.463 -3.795 0.449
H -1.396 -3.134 -0.908
H 0.100 -1.383 -0.028
H -1.589 -0.964 0.214
H 0.143 -2.314 2.371
H 1.427 0.156 0.625
H 2.304 2.053 2.108
H 3.238 0.855 2.984
H 3.459 1.585 0.004
H 4.631 1.905 1.281
H 5.113 -0.047 -0.343
H 5.338 -0.358 1.359
H 3.144 -1.324 -0.489
H 4.191 -2.279 0.561
H 2.993 -1.586 2.565
H 1.855 -2.218 1.371
H -0.349 0.785 0.437
H -2.503 0.071 1.347
H -2.520 1.457 2.447
H -2.602 1.410 -0.652
H -3.915 1.847 0.455
H -2.700 3.793 -0.661
H -2.798 3.915 1.080
H -0.439 3.087 -0.657
H -0.498 4.497 0.397
H -0.166 3.075 2.410
H 0.949 2.609 1.117
H -1.727 -1.806 3.904
H -2.671 -1.127 2.606
H -3.420 -3.400 2.894
H -1.770 -4.027 2.833
C 1.681 5.334 7.413
N 1.251 4.172 6.641
C 1.965 2.999 6.580
C 1.252 2.046 5.794
C 1.452 0.632 5.585
C 0.956 -0.303 6.582
C -0.382 -0.254 7.055
C -1.032 -1.391 7.492
C -0.247 -2.561 7.720
N -0.846 -3.776 7.833
C -2.276 -3.950 7.865
C -3.048 -2.866 7.150
C -2.534 -1.494 7.562
C -0.164 -4.981 8.229
C 1.324 -5.002 7.926
C 2.035 -3.657 8.103
C 1.188 -2.474 7.689
C 1.764 -1.356 7.124
C 0.041 2.733 5.372
C -1.125 2.242 4.796
C -2.202 3.123 4.577
C -2.129 4.453 5.041
C -1.002 4.923 5.735
C 0.083 4.058 5.880
H 1.402 6.265 6.916
H 1.246 5.360 8.416
H 2.767 5.275 7.507
H 2.900 2.872 7.126
H 2.258 0.318 4.901
H -0.951 0.664 6.976
H -2.493 -4.940 7.441
H -2.604 -3.988 8.918
H -2.992 -2.980 6.064
H -4.097 -2.994 7.424
H -2.915 -1.294 8.575
H -3.000 -0.740 6.919
H -0.337 -5.161 9.307
H -0.644 -5.821 7.701
H 1.782 -5.761 8.568
H 1.478 -5.327 6.889
H 2.378 -3.557 9.152
H 2.948 -3.685 7.477
H 2.859 -1.300 7.037
H -1.181 1.175 4.550
H -3.108 2.778 4.073
H -2.972 5.125 4.845
H -0.968 5.929 6.150

Cartesian forces (eV/Å) of the 2 atoms listed first:
0.09 0.05 -0.06
0.04 0.17 0.10